ORCA calculation (ωB97M-V/def2-TZVPD) on a structure of composition C36H33N4O2TeTi.

Output
LUMO energy (alpha / beta), eV: -2.8 / -3.0
Spin multiplicity: 3
E_HOMO (alpha / beta), eV: -8.729 / -10.917
Charge: +1
Expectation value of S²: 2.02

```
77
Properties=species:S:1:pos:R:3:lowdin_charge:R:1
Ti 0.298 0.000 0.101 0.8112
C -2.085 -3.555 1.569 -0.0224
O -2.520 -2.351 2.268 0.0604
C -1.817 -1.356 1.749 -0.3185
N -0.916 -1.636 0.876 0.0557
C -0.903 -3.095 0.682 -0.2146
C -1.028 -3.458 -0.777 -0.1939
C -2.067 -2.934 -1.541 -0.0408
C -2.172 -3.244 -2.887 -0.0735
C -1.237 -4.085 -3.480 -0.0779
C -0.202 -4.611 -2.722 -0.0671
C -0.097 -4.294 -1.374 -0.0299
C -2.038 0.042 2.102 -0.2020
C -2.936 0.536 3.002 0.0243
C -3.024 1.940 3.166 -0.0369
C -2.238 2.763 2.391 0.0138
C -1.348 2.196 1.477 -0.2134
N -1.216 0.832 1.352 -0.0198
C -0.505 2.847 0.535 -0.3412
N 0.212 2.106 -0.272 0.0174
C 0.747 3.003 -1.303 -0.2454
C 0.691 4.350 -0.573 -0.0386
O -0.407 4.171 0.367 0.0470
C 2.080 2.553 -1.835 -0.1863
C 3.000 1.919 -1.009 -0.0461
C 4.198 1.446 -1.522 -0.0620
C 4.492 1.614 -2.868 -0.0690
C 3.582 2.255 -3.697 -0.0652
C 2.378 2.716 -3.183 -0.0286
H -2.930 -3.918 0.986 0.1332
H -1.808 -4.291 2.319 0.1348
H 0.046 -3.482 1.058 0.1443
H -2.795 -2.270 -1.085 0.1224
H -2.983 -2.833 -3.475 0.1083
H -1.320 -4.331 -4.531 0.1075
H 0.530 -5.264 -3.179 0.1104
H 0.729 -4.682 -0.789 0.1186
H -3.566 -0.139 3.563 0.1270
H -3.723 2.360 3.875 0.1115
H -2.306 3.840 2.466 0.1294
H 0.039 3.019 -2.141 0.1463
H 0.457 5.199 -1.207 0.1379
H 1.602 4.542 -0.002 0.1367
H 2.766 1.780 0.042 0.0722
H 4.903 0.934 -0.878 0.1053
H 5.425 1.242 -3.270 0.1090
H 3.804 2.387 -4.747 0.1089
H 1.658 3.192 -3.839 0.1188
C -1.275 0.407 -4.001 -0.0427
C -0.337 -0.282 -4.761 -0.0350
C 0.704 -0.932 -4.132 0.0093
C 0.807 -0.892 -2.742 -0.2018
N -0.098 -0.203 -2.021 0.0198
C -1.107 0.424 -2.634 -0.1218
C 1.839 -1.593 -1.949 -0.2093
C 2.762 -2.439 -2.561 -0.0328
C 3.637 -3.186 -1.791 -0.0698
C 3.574 -3.100 -0.408 -0.0769
C 2.665 -2.234 0.188 -0.1584
C 1.786 -1.435 -0.548 -0.1867
H -2.110 0.921 -4.455 0.1124
H -0.424 -0.313 -5.840 0.1177
H 1.434 -1.473 -4.714 0.1118
H -1.796 0.959 -1.988 0.1218
H 2.796 -2.543 -3.638 0.1054
H 4.351 -3.846 -2.267 0.1079
H 4.234 -3.705 0.203 0.1072
H 2.644 -2.207 1.274 0.0501
C 3.865 0.182 2.305 -0.3917
Te 1.769 0.178 2.680 1.3185
C 1.698 2.271 3.052 -0.3942
H 4.068 0.541 1.301 -0.0168
H 4.243 -0.829 2.416 0.0055
H 4.328 0.828 3.047 0.0149
H 2.339 2.486 3.903 0.0129
H 0.674 2.550 3.285 0.0011
H 2.041 2.810 2.172 0.0022
```



ORCA calculation (ωB97M-V/def2-TZVPD) on a structure of composition C36H33N4O2TeTi at a distorted geometry.

Output
LUMO energy (alpha / beta), eV: -2.9 / -3.1
Spin multiplicity: 3
E_HOMO (alpha / beta), eV: -8.804 / -10.797
Charge: +1
Expectation value of S²: 2.03

```
77
Properties=species:S:1:pos:R:3:lowdin_charge:R:1
Ti -0.203 0.660 0.408 0.8323
C -3.137 3.147 -1.939 -0.0177
O -2.853 3.740 -0.634 0.0633
C -1.936 2.972 -0.074 -0.3078
N -1.518 1.938 -0.724 0.0551
C -2.263 1.869 -1.988 -0.2198
C -1.401 1.787 -3.225 -0.1879
C -0.057 2.125 -3.222 -0.0376
C 0.691 2.040 -4.390 -0.0681
C 0.096 1.627 -5.571 -0.0773
C -1.255 1.305 -5.584 -0.0679
C -1.998 1.383 -4.417 -0.0297
C -1.413 3.226 1.268 -0.2102
C -1.842 4.149 2.170 0.0260
C -1.275 4.151 3.470 -0.0318
C -0.338 3.193 3.806 0.0130
C 0.057 2.263 2.852 -0.2484
N -0.437 2.306 1.563 -0.0696
C 0.966 1.165 3.016 -0.3556
N 1.129 0.291 2.054 0.0296
C 2.342 -0.472 2.402 -0.2323
C 2.475 -0.196 3.907 -0.0460
O 1.727 1.036 4.100 0.0518
C 2.324 -1.936 2.042 -0.1789
C 1.252 -2.534 1.400 -0.0511
C 1.296 -3.877 1.048 -0.0565
C 2.415 -4.637 1.350 -0.0731
C 3.492 -4.047 2.000 -0.0670
C 3.450 -2.704 2.336 -0.0315
H -2.854 3.875 -2.696 0.1380
H -4.206 2.956 -1.986 0.1341
H -2.874 0.964 -1.945 0.1417
H 0.407 2.467 -2.310 0.0985
H 1.742 2.304 -4.375 0.1064
H 0.678 1.562 -6.481 0.1063
H -1.729 0.987 -6.503 0.1081
H -3.047 1.106 -4.430 0.1210
H -2.613 4.855 1.892 0.1287
H -1.596 4.878 4.200 0.1112
H 0.084 3.147 4.801 0.1305
H 3.183 -0.013 1.867 0.1496
H 3.493 -0.019 4.240 0.1365
H 2.017 -0.979 4.513 0.1357
H 0.370 -1.956 1.158 0.0668
H 0.454 -4.322 0.533 0.1122
H 2.452 -5.684 1.078 0.1075
H 4.370 -4.633 2.237 0.1087
H 4.306 -2.249 2.823 0.1202
C 3.797 0.837 -1.137 -0.0419
C 3.844 -0.339 -1.881 -0.0286
C 2.695 -1.078 -2.056 0.0170
C 1.495 -0.649 -1.490 -0.2012
N 1.473 0.475 -0.739 -0.0180
C 2.595 1.196 -0.575 -0.1194
C 0.199 -1.353 -1.626 -0.2057
C 0.045 -2.389 -2.547 -0.0242
C -1.179 -3.018 -2.682 -0.0675
C -2.251 -2.604 -1.900 -0.0703
C -2.083 -1.577 -0.982 -0.1319
C -0.862 -0.919 -0.801 -0.2113
H 4.673 1.451 -0.985 0.1141
H 4.776 -0.671 -2.319 0.1186
H 2.719 -1.996 -2.624 0.1138
H 2.501 2.091 0.030 0.1261
H 0.865 -2.696 -3.184 0.1063
H -1.302 -3.816 -3.401 0.1081
H -3.215 -3.084 -2.012 0.1070
H -2.943 -1.268 -0.397 0.0598
C -4.003 -1.274 2.079 -0.4246
Te -2.272 -0.145 2.545 1.3660
C -1.387 -1.803 3.526 -0.3911
H -3.736 -2.114 1.444 0.0002
H -4.721 -0.632 1.576 0.0080
H -4.421 -1.622 3.019 0.0090
H -2.021 -2.067 4.369 0.0131
H -0.400 -1.519 3.878 -0.0089
H -1.306 -2.631 2.829 0.0101
```



ORCA calculation (ωB97M-V/def2-TZVPD) on a structure of composition C36H33N5O3PPdS4.

Output
LUMO energy, eV: -4.4
Spin multiplicity: 1
E_HOMO, eV: -10.779
Charge: +1

```
83
Properties=species:S:1:pos:R:3:lowdin_charge:R:1
Pd -0.155 -0.444 0.125 0.4846
O -0.933 2.532 2.828 0.0505
C -0.067 1.717 2.540 -0.5906
O -0.293 0.540 2.057 -0.2092
C 1.369 2.054 2.756 -0.1276
C 1.743 3.043 3.655 0.0094
C 3.086 3.301 3.874 -0.0399
C 4.057 2.581 3.185 -0.0444
C 3.687 1.607 2.272 -0.0661
C 2.334 1.345 2.062 -0.2557
P 1.935 -0.065 1.005 1.0415
C 2.262 -1.461 2.113 -0.3674
C 3.543 -2.000 2.189 -0.0824
C 3.815 -3.018 3.094 -0.0549
C 2.818 -3.488 3.933 -0.0584
C 1.546 -2.932 3.878 -0.0566
C 1.265 -1.921 2.977 -0.1145
C 3.158 0.002 -0.300 -0.3994
C 3.701 -1.158 -0.853 -0.1224
C 4.593 -1.068 -1.908 -0.0499
C 4.932 0.173 -2.428 -0.0509
C 4.374 1.329 -1.900 -0.0529
C 3.488 1.248 -0.837 -0.0933
H 0.970 3.590 4.176 0.1262
H 3.382 4.059 4.586 0.1142
H 5.105 2.780 3.356 0.1142
H 4.451 1.059 1.737 0.1132
H 4.337 -1.636 1.551 0.1016
H 4.809 -3.440 3.139 0.1128
H 3.033 -4.282 4.635 0.1122
H 0.771 -3.283 4.545 0.1129
H 0.275 -1.485 2.954 0.0922
H 3.435 -2.129 -0.462 0.0991
H 5.013 -1.970 -2.331 0.1171
H 5.634 0.240 -3.248 0.1134
H 4.626 2.295 -2.316 0.1133
H 3.050 2.153 -0.436 0.1133
S 1.312 -3.480 -2.865 0.6576
C 0.782 -2.440 -1.757 -1.8402
S 0.371 -2.724 -0.130 0.7001
S 0.522 -0.778 -2.030 0.6131
C -7.357 -4.915 0.528 -0.0452
C -7.344 -3.418 0.361 -0.2705
C -8.025 -2.804 -0.685 -0.0310
C -7.977 -1.429 -0.863 -0.0266
C -7.257 -0.639 0.020 -0.2794
N -7.242 0.765 -0.200 0.1467
C -6.311 1.684 0.160 -0.5267
O -6.572 2.863 0.303 0.0708
N -5.017 1.233 0.371 0.1480
C -4.304 0.201 -0.236 -0.2165
C -4.712 -0.518 -1.354 0.0241
C -3.871 -1.497 -1.854 -0.0046
C -2.623 -1.694 -1.290 -0.1431
N -2.218 -0.963 -0.246 -0.0721
C -3.050 -0.070 0.284 -0.0937
C -6.600 -1.226 1.090 -0.0262
C -6.641 -2.603 1.244 -0.0254
H -8.186 -5.366 -0.014 0.0781
H -7.446 -5.194 1.577 0.0817
H -6.434 -5.356 0.149 0.0845
H -8.601 -3.406 -1.376 0.1163
H -8.505 -0.970 -1.690 0.1197
H -8.106 1.194 -0.502 0.1627
H -4.465 1.889 0.905 0.1233
H -5.667 -0.320 -1.819 0.1192
H -4.168 -2.090 -2.707 0.1214
H -1.937 -2.435 -1.673 0.0808
H -2.687 0.472 1.153 0.1099
H -6.075 -0.614 1.812 0.1219
H -6.129 -3.050 2.087 0.1182
S -0.556 1.820 -1.067 0.6634
C -1.856 2.877 -0.684 -0.7602
N -2.472 3.095 0.481 0.0429
C -3.349 4.282 0.395 -0.0951
C -3.354 4.614 -1.109 -0.0950
N -2.374 3.656 -1.628 0.0336
H -1.992 2.852 1.361 0.0976
H -2.944 5.090 1.002 0.1281
H -4.352 4.062 0.756 0.0967
H -3.029 5.634 -1.307 0.1222
H -4.334 4.453 -1.555 0.1214
H -2.070 3.601 -2.585 0.1424
```



Energy above the lowest of the compared OMol25 structures with the same formula, charge and spin for the records above, in order: 0.0, 14.8, 14.4 kcal per mole